Record 1
Molecular formula: C4H7NO
Method: DFT, wB97M-V/def2-TZVPD

**Kohn-Sham gap**: 0.3915 Eh

```
! wB97M-V def2-TZVPD RIJCOSX def2/J DEFGRID3
* xyz 0 1
H -0.8576 -2.5038 1.2060
H 0.1995 2.4404 -0.2843
H 0.7674 0.6458 0.6727
C 0.7223 1.7958 -1.0102
C -1.0166 -0.4723 0.6098
N -0.2837 0.6414 0.8539
H 0.1155 -2.1324 -0.2332
H 0.6501 -1.5838 1.4151
C -0.2200 -1.7497 0.7644
O -2.1979 -0.4592 0.3503
H -0.6707 1.4888 0.4415
C 1.1871 1.2538 -1.9776
H 1.6047 0.6353 -2.8085
*
```

Which charges does natural (NBO) predict for the atoms? In e, they are: atom 1 (H): 0.241, atom 2 (H): 0.231, atom 3 (H): 0.404, atom 4 (C): -0.291, atom 5 (C): 0.675, atom 6 (N): -0.807, atom 7 (H): 0.235, atom 8 (H): 0.213, atom 9 (C): -0.717, atom 10 (O): -0.602, atom 11 (H): 0.377, atom 12 (C): -0.217, atom 13 (H): 0.257

***

Record 2
Molecular formula: C28H25N5O2S3SbSe4Tc
Method: DFT, wB97M-V/def2-TZVPD

**Kohn-Sham gap (alpha / beta)**: 0.1627 / 0.1623 Eh

```
! wB97M-V def2-TZVPD RIJCOSX def2/J DEFGRID3
* xyz -2 3
H -2.1113 3.4201 -1.4495
Se 1.5902 -0.3531 4.8408
S -0.1882 1.7743 1.8464
H 3.5318 5.4120 1.6001
C 1.8969 4.6757 0.4342
C -1.7850 5.2209 1.0545
N -1.8002 1.1144 -0.4907
H 1.6694 -6.5052 -0.4844
C -1.9876 -1.5920 -4.9354
O -1.8176 -1.7222 -1.3920
H -0.3768 6.6450 2.8265
Se -1.4273 -2.5989 5.0586
H 3.7015 -1.9089 0.4853
C -1.9176 0.3388 -2.8323
C 1.6512 -4.6244 -1.4864
C -1.3171 -0.9987 -2.6273
C -0.3065 5.3518 1.1346
S 1.3998 -2.1419 -2.7335
C -2.4577 -0.2854 -5.1445
H -2.2974 6.1065 1.4220
C 0.2711 6.1084 2.1480
C -2.0261 1.3050 -1.7997
S -2.3372 3.8786 2.2117
H -2.8901 1.5784 -4.2860
H 4.6536 -3.9583 1.5055
C 1.0293 -3.3952 -1.5659
H -2.1483 4.9724 0.0583
H 1.6485 0.0877 -1.1472
N -0.5051 -1.7518 -0.8281
Se -1.8525 -0.8067 2.0235
C 0.1913 -5.1962 0.3478
N -2.2978 2.1506 0.2757
O 1.4346 -1.0635 0.8217
C -2.4051 2.7102 -2.2193
H -2.8973 -0.0165 -6.0944
C 1.6425 6.1438 2.3079
C 1.6931 -3.7874 3.1241
C 3.1685 -2.4890 1.2243
C 1.2102 -2.6769 2.4804
H 2.5295 4.1072 -0.2358
H -1.9039 2.9816 -3.1484
C 1.2063 -5.5303 -0.5346
H 0.2038 -2.3314 2.6628
C -2.4350 0.6169 -4.1114
H 0.6738 0.9070 -2.2401
C -1.4336 -1.9376 -3.7519
N 1.9246 -2.0517 1.5241
H -2.0551 -2.3326 -5.7231
H 0.0893 4.0615 -0.5261
C 0.0127 -3.0505 -0.6687
C 0.1033 -1.0283 -1.9235
H -1.1238 -2.9559 -3.5473
Sb -0.8271 -0.3304 4.2880
H -1.1869 -3.6756 0.9956
H -0.1407 -5.9037 1.0895
H 2.0796 6.7317 3.1031
H 2.4548 -4.8690 -2.1672
H 1.0771 -4.2120 3.9021
Tc -0.4280 -0.1341 0.4719
C 3.6718 -3.6223 1.8061
H -3.4815 2.8108 -2.3480
Se -2.0768 1.3223 5.5655
C 2.9276 -4.3082 2.7614
C 2.4598 5.4138 1.4594
C -0.4086 -3.9483 0.2954
H 3.3011 -5.2208 3.1963
C -1.6707 2.5119 1.3239
C 0.5247 4.6494 0.2702
N 0.6949 0.2038 -1.5040
*
```

Which charges does natural (NBO) predict for the atoms? In e, they are: atom 1 (H): 0.237, atom 2 (Se): -0.824, atom 3 (S): -0.031, atom 4 (H): 0.200, atom 5 (C): -0.191, atom 6 (C): -0.552, atom 7 (N): -0.312, atom 8 (H): 0.204, atom 9 (C): -0.209, atom 10 (O): -0.390, atom 11 (H): 0.204, atom 12 (Se): -0.951, atom 13 (H): 0.220, atom 14 (C): -0.293, atom 15 (C): -0.247, atom 16 (C): 0.164, atom 17 (C): 0.062, atom 18 (S): 0.212, atom 19 (C): -0.376, atom 20 (H): 0.217, atom 21 (C): -0.232, atom 22 (C): 0.324, atom 23 (S): 0.275, atom 24 (H): 0.198, atom 25 (H): 0.212, atom 26 (C): -0.189, atom 27 (H): 0.218, atom 28 (H): 0.416, atom 29 (N): -0.213, atom 30 (Se): -0.167, atom 31 (C): -0.210, atom 32 (N): -0.380, atom 33 (O): -0.583, atom 34 (C): -0.665, atom 35 (H): 0.190, atom 36 (C): -0.210, atom 37 (C): -0.198, atom 38 (C): 0.016, atom 39 (C): 0.041, atom 40 (H): 0.200, atom 41 (H): 0.204, atom 42 (C): -0.202, atom 43 (H): 0.285, atom 44 (C): -0.129, atom 45 (H): 0.409, atom 46 (C): -0.228, atom 47 (N): 0.071, atom 48 (H): 0.194, atom 49 (H): 0.210, atom 50 (C): 0.186, atom 51 (C): 0.220, atom 52 (H): 0.199, atom 53 (Sb): 1.016, atom 54 (H): 0.271, atom 55 (H): 0.219, atom 56 (H): 0.201, atom 57 (H): 0.210, atom 58 (H): 0.272, atom 59 (Tc): 0.389, atom 60 (C): -0.253, atom 61 (H): 0.226, atom 62 (Se): -0.778, atom 63 (C): -0.189, atom 64 (C): -0.227, atom 65 (C): -0.210, atom 66 (H): 0.208, atom 67 (C): -0.084, atom 68 (C): -0.230, atom 69 (N): -0.844

***

Record 3
Molecular formula: C9H9N3
Method: DFT, wB97M-V/def2-TZVPD

**Kohn-Sham gap**: 0.3370 Eh

```
! wB97M-V def2-TZVPD RIJCOSX def2/J DEFGRID3
* xyz 0 1
N 2.5456 0.5206 -2.5578
H 2.3569 1.8092 -0.6023
C -1.0007 1.4032 -0.0372
C 1.8852 1.0887 -1.4436
H -2.3928 2.3345 1.5055
H 3.3361 1.0054 -2.8298
C -0.7231 -0.8137 0.6091
H 0.4980 -2.6407 -0.5491
C -0.2800 0.2650 -0.2720
N 1.9574 -0.6525 -2.9579
C -1.4986 -0.6490 1.8211
C -1.7934 1.4955 1.2672
H -0.3933 -2.8202 1.2726
H 1.3209 -1.7322 1.0135
N 0.7907 -0.7149 -2.2568
C 0.2628 -2.0157 0.5309
C 0.7789 0.2819 -1.3108
H -0.7798 2.3050 -0.7099
H -1.9893 -1.7027 2.1241
H -2.7819 0.7659 3.1526
C -2.0994 0.4667 2.2305
*
```

Which charges does natural (NBO) predict for the atoms? In e, they are: atom 1 (N): -0.352, atom 2 (H): 0.256, atom 3 (C): -0.177, atom 4 (C): -0.098, atom 5 (H): 0.200, atom 6 (H): 0.411, atom 7 (C): 0.001, atom 8 (H): 0.258, atom 9 (C): -0.076, atom 10 (N): -0.027, atom 11 (C): -0.220, atom 12 (C): -0.201, atom 13 (H): 0.206, atom 14 (H): 0.225, atom 15 (N): -0.226, atom 16 (C): -0.661, atom 17 (C): 0.028, atom 18 (H): 0.220, atom 19 (H): 0.210, atom 20 (H): 0.248, atom 21 (C): -0.226

***

Record 4
Molecular formula: C2H2O4
Method: DFT, wB97M-V/def2-TZVPD

**Kohn-Sham gap**: 0.4314 Eh

```
! wB97M-V def2-TZVPD RIJCOSX def2/J DEFGRID3
* xyz 0 1
C 0.1632 0.5041 -0.5844
C 2.8298 -0.1867 0.0503
O 0.4827 1.4199 0.0999
H 0.6138 0.3095 -1.5218
O -0.6494 -0.5007 -0.2751
O 3.6178 0.4371 -0.5337
H -0.8945 -0.6809 0.6511
O 2.1517 -0.8079 0.7586
*
```

Which charges does natural (NBO) predict for the atoms? In e, they are: atom 1 (C): 0.650, atom 2 (C): 1.024, atom 3 (O): -0.569, atom 4 (H): 0.108, atom 5 (O): -0.699, atom 6 (O): -0.503, atom 7 (H): 0.510, atom 8 (O): -0.523

***

Record 5
Molecular formula: C22H51MnN4OP2
Method: DFT, wB97M-V/def2-TZVPD

**Kohn-Sham gap (alpha / beta)**: 0.2493 / 0.2628 Eh

```
! wB97M-V def2-TZVPD RIJCOSX def2/J DEFGRID3
* xyz 3 4
H -2.0909 2.9163 1.4521
H -2.9336 -0.0698 -2.3817
C 3.0583 -2.6211 1.5446
H -3.1364 -2.4375 -2.4524
H -5.3918 -1.1433 1.1339
H 4.3946 -3.1383 -1.5926
H -1.6929 -0.0803 2.7680
C -2.8995 -2.0149 -1.4635
H -1.3302 -2.5372 -0.2433
H -4.0880 1.9412 -0.6832
H -5.2580 0.2351 2.2262
H -5.1963 0.4851 0.4746
H 4.5713 -2.0135 -2.9472
H 3.1588 -4.6663 -0.7793
H 1.7136 -5.3748 -0.0201
H 2.6831 -1.6550 1.9084
H -3.3383 3.9366 0.7155
H 3.2169 -3.2566 2.4249
H -3.1653 -1.4853 1.2237
H 1.7117 3.1197 3.7778
C 2.5609 -4.6974 0.1407
H -3.1599 -0.7577 3.4768
H -3.4575 -2.5954 -0.7046
C -0.8299 -3.1488 -2.1196
H 4.1962 0.2835 -1.4087
H 0.3646 0.2763 2.0272
H 1.5174 0.8097 3.2915
P -2.4271 0.3488 -0.0479
H 1.1109 -2.8982 -2.9996
H 3.1884 -5.1369 0.9261
H 0.0755 3.7424 3.4409
H -0.0241 4.7285 0.8941
P 1.5152 -2.2135 -0.7383
H 1.5801 2.9374 -1.9273
C -3.0732 2.8996 0.9595
C 2.2399 3.3828 -1.1607
H -4.3597 -0.4125 -1.3808
H -3.8151 2.5346 1.6785
H -1.2777 -4.1437 -1.9295
C -4.8797 -0.1835 1.2851
N 1.5827 3.5049 0.1437
H -2.8173 3.6718 -1.7366
H 4.0352 -2.4706 1.0716
H 1.1399 -3.4718 1.1757
C -2.2584 2.7763 -1.4330
C 3.8269 -0.5313 -0.7672
H 3.2629 -3.1930 -2.9717
H 1.0017 -4.2633 -1.8946
H -1.2705 3.0978 -1.0767
C 0.6054 1.0804 2.7363
O -0.1835 0.0719 -3.3935
N 1.1637 1.2109 0.0497
C -0.1284 0.0421 -2.2192
C 0.9519 4.8073 0.3845
H 3.1692 2.7983 -1.0905
C 2.9615 -1.4730 -1.6155
H -1.1263 -2.8875 -3.1491
H -2.1171 2.1528 -2.3239
C 0.6994 -3.2141 -2.0266
C -3.0503 2.0705 -0.3251
H 4.7143 -1.0324 -0.3562
C 1.0285 3.4474 2.9857
C 1.1823 2.3574 0.7595
C 2.0733 -3.3222 0.6098
C -2.7873 -0.0354 2.7366
C 3.8341 -2.5272 -2.3137
H 2.5034 4.3934 -1.4881
H -0.2098 1.1971 3.4586
H -3.1066 0.9645 3.0562
Mn -0.2031 -0.1099 -0.4360
C -3.2694 -0.5375 -1.4439
C -3.3581 -0.4074 1.3680
H 1.4774 4.3063 2.4963
H 0.3637 -1.6773 0.1335
N -1.4472 -2.1785 -1.2084
H 3.2809 -0.0682 0.0618
H 0.7763 5.2821 -0.5923
H 2.4836 -0.8701 -2.4092
N 0.7924 2.3543 2.0549
H 1.6121 5.4747 0.9612
H 1.7787 1.3125 -0.7621
*
```

Which charges does Mulliken predict for the atoms? In e, they are: atom 1 (H): 0.242, atom 2 (H): 0.503, atom 3 (C): -1.349, atom 4 (H): 0.542, atom 5 (H): 0.317, atom 6 (H): 0.386, atom 7 (H): 0.028, atom 8 (C): -1.318, atom 9 (H): 0.550, atom 10 (H): 0.716, atom 11 (H): 0.421, atom 12 (H): 0.408, atom 13 (H): 0.451, atom 14 (H): 0.293, atom 15 (H): 0.432, atom 16 (H): 0.240, atom 17 (H): 0.476, atom 18 (H): 0.499, atom 19 (H): 0.469, atom 20 (H): 0.346, atom 21 (C): -1.392, atom 22 (H): 0.528, atom 23 (H): 0.345, atom 24 (C): -1.256, atom 25 (H): 0.389, atom 26 (H): -0.381, atom 27 (H): 0.495, atom 28 (P): -0.107, atom 29 (H): 0.534, atom 30 (H): 0.380, atom 31 (H): 0.343, atom 32 (H): 0.468, atom 33 (P): 1.059, atom 34 (H): 0.402, atom 35 (C): -1.469, atom 36 (C): -1.140, atom 37 (H): 0.638, atom 38 (H): 0.315, atom 39 (H): 0.395, atom 40 (C): -1.545, atom 41 (N): 0.069, atom 42 (H): 0.563, atom 43 (H): 0.317, atom 44 (H): 0.494, atom 45 (C): -1.501, atom 46 (C): -1.642, atom 47 (H): 0.390, atom 48 (H): 0.601, atom 49 (H): 0.127, atom 50 (C): -0.661, atom 51 (O): -0.273, atom 52 (N): 1.060, atom 53 (C): -0.045, atom 54 (C): -1.385, atom 55 (H): 0.341, atom 56 (C): 0.441, atom 57 (H): 0.530, atom 58 (H): 0.373, atom 59 (C): -0.956, atom 60 (C): 0.775, atom 61 (H): 0.457, atom 62 (C): -1.051, atom 63 (C): 0.072, atom 64 (C): 0.523, atom 65 (C): -1.384, atom 66 (C): -1.567, atom 67 (H): 0.487, atom 68 (H): 0.418, atom 69 (H): 0.385, atom 70 (Mn): 0.229, atom 71 (C): -0.852, atom 72 (C): 0.674, atom 73 (H): 0.392, atom 74 (H): -0.521, atom 75 (N): -0.211, atom 76 (H): 0.328, atom 77 (H): 0.464, atom 78 (H): 0.523, atom 79 (N): 0.230, atom 80 (H): 0.399, atom 81 (H): -0.268

***

Record 6
Molecular formula: C3H5N3O2S
Method: DFT, wB97M-V/def2-TZVPD

**Kohn-Sham gap (alpha / beta)**: 0.3039 / 0.3039 Eh

```
! wB97M-V def2-TZVPD RIJCOSX def2/J DEFGRID3
* xyz 0 1
H 2.3233 -2.1041 0.1575
N 1.1728 0.9939 0.0027
N 0.4544 -1.0560 -0.1723
C 2.2189 0.1958 0.0799
O -2.0522 0.5544 -1.0931
N 0.1218 0.3046 -0.2538
H -2.4128 -0.3367 -1.0773
H -0.9917 2.0560 -0.3854
H 3.1707 0.6958 0.3613
S -0.7831 -2.1408 -0.1616
H -2.1291 0.1000 1.3658
O -1.6666 0.9168 1.1680
C -1.1782 0.9230 -0.0866
C 1.7518 -1.1025 0.0948
*
```

Which charges does natural (NBO) predict for the atoms? In e, they are: atom 1 (H): 0.260, atom 2 (N): -0.171, atom 3 (N): -0.236, atom 4 (C): -0.103, atom 5 (O): -0.715, atom 6 (N): -0.026, atom 7 (H): 0.501, atom 8 (H): 0.202, atom 9 (H): 0.242, atom 10 (S): -0.245, atom 11 (H): 0.493, atom 12 (O): -0.682, atom 13 (C): 0.507, atom 14 (C): -0.027